ORCA calculation (ωB97M-V/def2-TZVPD) on a molecular structure, C4H11BrClTlY at a distorted geometry.

```
19
Properties=species:S:1:pos:R:3:mulliken_charge:R:1
Tl -2.916 1.044 -1.102 0.5782
Y 0.235 -0.729 0.766 1.0384
Br 2.030 0.704 1.990 -0.4912
Cl -0.939 -2.683 1.584 -0.5596
C 1.456 -1.377 -1.033 -1.2310
C -4.353 1.463 0.482 -1.0528
C -1.055 2.089 -1.218 -0.8949
C -3.717 0.433 -3.030 -1.0887
H -4.815 0.486 -3.002 0.2570
H -5.366 1.508 0.048 0.2535
H 1.145 -1.068 -2.040 0.2605
H -0.638 2.726 -0.336 0.2179
H -4.064 2.431 0.924 0.2433
H -3.295 1.128 -3.774 0.2451
H -3.354 -0.593 -3.196 0.2143
H 2.513 -1.102 -0.915 0.3087
H -4.257 0.645 1.214 0.2178
H 1.410 -2.479 -1.007 0.3197
H -0.254 1.858 -2.033 0.1637
```

Summary:
E_LUMO: 2.618 eV
Total charge: -1
HOMO: -3.50 eV